No. 1
Entry from the Open Molecules 2025 dataset: a structure of composition C30H26BN7O6W in a non-equilibrium geometry (ωB97M-V with the def2-TZVPD basis set).

For the relative energy (zero: lowest compared OMol25 entry of this formula, charge and spin), the calculation gives 30.7 kJ/mol. As for the spin multiplicity: 3. Its HOMO energy (spin up / spin down) is -13.45 / -13.45 eV. As for the charge: +2.

Last column: Mulliken charge in e.
Geometry (Å):
W  0.722  -0.026  -0.145  1.038
C  0.296  2.905  4.655  -0.424
C  -0.633  1.882  4.838  -0.748
C  -0.680  0.823  3.955  -0.449
C  0.215  0.805  2.882  0.634
C  1.143  1.825  2.689  0.073
C  1.182  2.877  3.587  -1.131
N  0.189  -0.265  1.943  0.953
N  -0.438  -1.298  2.282  -0.796
C  -0.461  -2.293  1.284  0.152
C  -1.047  -3.509  1.552  -0.484
C  -1.006  -4.491  0.570  -0.423
C  -0.381  -4.225  -0.643  -0.795
C  0.155  -2.971  -0.866  -0.465
N  0.100  -2.004  0.074  0.078
H  0.327  3.732  5.351  0.429
H  -1.325  1.918  5.667  0.415
H  -1.401  0.028  4.070  0.482
H  1.845  1.788  1.864  0.449
H  1.904  3.671  3.458  0.447
H  -1.494  -3.661  2.524  0.601
H  -1.449  -5.461  0.753  0.463
H  -0.315  -4.976  -1.416  0.507
H  0.638  -2.717  -1.800  0.898
O  -1.257  3.162  -0.450  -0.525
N  -0.690  2.147  -0.349  1.151
O  0.608  2.014  -0.475  -0.594
O  -1.224  1.004  -0.087  -0.608
C  2.015  -5.457  -4.279  -1.316
C  2.147  -4.133  -4.981  0.710
C  1.291  -3.776  -6.018  -0.865
C  1.432  -2.559  -6.672  -0.378
C  2.448  -1.688  -6.304  0.186
N  2.554  -0.442  -6.994  -0.103
C  2.921  0.756  -6.436  0.191
O  3.477  1.640  -7.029  -0.593
N  2.606  0.920  -5.063  -0.097
C  1.518  0.421  -4.381  -0.157
C  0.349  -0.035  -5.003  -0.090
C  -0.688  -0.521  -4.233  -1.243
C  -0.563  -0.553  -2.858  -0.199
N  0.558  -0.118  -2.253  0.114
C  1.569  0.371  -2.991  -0.299
C  3.333  -2.041  -5.292  -0.293
C  3.169  -3.247  -4.632  -0.669
H  1.239  -6.071  -4.732  0.375
H  1.773  -5.323  -3.221  0.186
H  2.951  -6.014  -4.321  0.370
H  0.511  -4.460  -6.330  0.367
H  0.760  -2.290  -7.477  0.449
H  2.777  -0.481  -7.980  0.270
H  3.129  1.671  -4.638  0.253
H  0.262  0.022  -6.079  0.686
H  -1.607  -0.859  -4.689  0.498
H  -1.364  -0.907  -2.222  0.528
H  2.447  0.729  -2.465  0.578
H  4.157  -1.388  -5.038  0.530
H  3.877  -3.528  -3.860  0.482
O  3.794  0.976  -0.227  -0.407
B  2.909  0.059  0.292  0.930
O  3.527  -0.846  1.129  -0.396
C  4.870  -0.485  1.112  0.870
C  5.924  -1.081  1.775  -1.162
C  7.163  -0.487  1.582  -0.547
C  7.324  0.638  0.767  -0.594
C  6.255  1.222  0.106  -1.067
C  5.027  0.622  0.305  0.662
H  5.789  -1.946  2.406  0.527
H  8.027  -0.903  2.081  0.424
H  8.311  1.065  0.652  0.422
H  6.369  2.093  -0.524  0.541

=====

No. 2
Entry from the Open Molecules 2025 dataset: a structure of composition C30H26BrF4N7O9PTi in a non-equilibrium geometry (ωB97M-V with the def2-TZVPD basis set).

For the relative energy (zero: lowest compared OMol25 entry of this formula, charge and spin), the calculation gives 58.6 kJ/mol. As for the spin multiplicity: 2. Its HOMO energy (spin up / spin down) is -13.95 / -13.95 eV. As for the charge: +2.

Last column: Mulliken charge in e.
Geometry (Å):
Ti  -0.169  0.171  0.682  0.312
N  0.905  1.128  2.412  -0.233
C  2.310  1.373  2.014  0.139
C  2.888  2.580  2.766  -0.938
C  4.326  3.018  2.495  -1.250
C  5.424  1.978  2.679  -0.967
N  5.519  1.141  1.484  0.070
C  6.400  0.167  1.319  0.779
N  7.248  -0.159  2.294  -0.360
N  6.422  -0.515  0.170  -0.360
C  2.303  1.518  0.483  0.461
O  3.306  1.726  -0.162  -0.825
O  1.113  1.354  -0.039  -0.514
H  0.440  2.038  2.488  0.295
H  0.844  0.683  3.331  0.391
H  2.876  0.458  2.234  0.432
H  2.765  2.377  3.834  0.426
H  2.249  3.442  2.546  0.506
H  4.535  3.836  3.187  0.473
H  4.414  3.450  1.497  0.380
H  5.238  1.353  3.557  0.499
H  6.373  2.501  2.827  0.705
H  4.887  1.374  0.714  0.136
H  7.295  0.381  3.141  0.199
H  7.962  -0.855  2.153  0.209
H  5.857  -0.217  -0.607  0.182
H  7.120  -1.218  -0.008  0.203
F  0.763  -6.293  -2.147  -0.255
C  0.401  -5.032  -2.048  0.500
C  -0.709  -4.560  -2.728  0.251
F  -1.416  -5.375  -3.486  -0.256
C  -1.069  -3.219  -2.614  0.166
F  -2.122  -2.817  -3.318  -0.363
C  -0.368  -2.327  -1.816  0.302
P  -0.848  -0.567  -1.686  1.745
C  -0.261  0.182  -3.213  0.647
C  0.933  0.898  -3.236  -0.483
C  1.405  1.403  -4.438  -0.682
C  0.691  1.200  -5.608  -0.566
C  -0.501  0.487  -5.587  -0.860
C  -0.981  -0.023  -4.394  -0.455
C  -2.652  -0.508  -1.652  0.578
C  -3.296  0.620  -2.156  -0.600
C  -4.673  0.739  -2.032  -1.136
C  -5.405  -0.253  -1.395  -0.464
C  -4.761  -1.369  -0.875  -1.143
C  -3.386  -1.496  -0.995  -0.556
C  0.760  -2.831  -1.160  -0.078
Br  1.932  -1.728  -0.138  -0.114
C  1.146  -4.152  -1.264  0.178
F  2.223  -4.608  -0.640  -0.298
H  1.489  1.075  -2.325  0.377
H  2.326  1.967  -4.457  0.490
H  1.059  1.601  -6.541  0.422
H  -1.059  0.332  -6.498  0.451
H  -1.912  -0.572  -4.383  0.465
H  -2.736  1.404  -2.650  0.598
H  -5.172  1.612  -2.430  0.455
H  -6.478  -0.158  -1.308  0.497
H  -5.332  -2.149  -0.390  0.529
H  -2.894  -2.373  -0.591  0.445
O  -5.641  -1.764  4.573  -0.605
N  -5.883  -0.777  3.922  1.058
O  -6.932  -0.189  3.859  -0.582
C  -4.781  -0.259  3.082  -0.740
C  -5.027  0.824  2.258  -0.487
C  -3.998  1.325  1.476  -0.763
C  -2.741  0.734  1.511  1.694
O  -1.665  1.150  0.813  -0.691
C  -2.559  -0.373  2.342  0.476
C  -3.549  -0.891  3.150  -0.716
N  -1.239  -0.949  2.270  1.048
O  -0.613  -1.307  3.270  -0.591
O  -0.900  -1.508  1.040  -0.573
N  -4.275  2.491  0.620  1.174
O  -3.317  3.049  0.137  -0.593
O  -5.432  2.707  0.365  -0.573
H  -6.006  1.285  2.226  0.684
H  -3.390  -1.744  3.796  0.643

=====

No. 3
Entry from the Open Molecules 2025 dataset: a structure of composition C30H26BrGeN3O2RhS (ωB97M-V with the def2-TZVPD basis set).

For the relative energy (zero: lowest compared OMol25 entry of this formula, charge and spin), the calculation gives 31.7 kJ/mol. As for the spin multiplicity: 2. Its HOMO energy (spin up / spin down) is -13.46 / -13.45 eV. As for the charge: +2.

Last column: Mulliken charge in e.
Geometry (Å):
Rh  -1.269  0.749  -1.484  -0.309
Br  -4.693  0.671  -2.193  -0.007
C  -4.004  2.207  -1.373  0.240
C  -4.821  3.292  -1.088  -0.725
C  -4.238  4.440  -0.582  -0.400
C  -2.856  4.494  -0.416  -0.665
C  -2.123  3.373  -0.721  0.454
N  -2.696  2.228  -1.145  0.117
C  -0.615  3.367  -0.693  0.208
O  0.020  4.289  -0.267  -0.591
O  -0.062  2.272  -1.211  -0.138
H  -5.882  3.231  -1.280  0.471
H  -4.851  5.300  -0.348  0.472
H  -2.343  5.383  -0.078  0.537
N  1.104  1.143  -4.216  -0.352
C  1.419  0.745  -2.988  0.642
S  0.488  -0.572  -2.288  -0.349
N  2.401  1.320  -2.337  -0.148
C  2.858  1.014  -1.003  -0.288
C  2.757  2.002  -0.036  -0.177
C  3.301  1.761  1.218  -1.058
C  3.919  0.548  1.489  -0.904
C  3.995  -0.436  0.512  -0.519
C  3.471  -0.202  -0.749  0.069
H  0.428  0.613  -4.741  0.263
H  1.632  1.851  -4.707  0.216
H  2.883  2.085  -2.794  0.306
H  2.271  2.942  -0.262  0.594
H  3.253  2.530  1.978  0.500
H  4.358  0.376  2.462  0.731
H  4.487  -1.377  0.720  0.617
H  3.558  -0.944  -1.532  0.534
C  -0.840  1.439  1.866  -1.505
Ge  -0.499  -0.125  0.773  1.664
C  -2.195  -0.791  -0.055  0.404
C  -2.337  -1.913  -0.901  0.409
C  -3.517  -2.634  -0.924  -1.122
C  -4.557  -2.288  -0.071  -0.513
C  -4.446  -1.187  0.773  -0.804
C  -3.293  -0.429  0.761  -0.491
C  1.000  -1.129  1.379  1.143
C  1.613  -0.493  2.444  -0.662
C  2.642  -1.109  3.176  -1.272
C  3.058  -2.359  2.824  -0.628
C  2.479  -3.044  1.729  0.930
C  2.935  -4.335  1.367  -1.033
C  2.374  -5.009  0.322  -0.708
C  1.316  -4.420  -0.399  -0.924
C  0.860  -3.175  -0.067  -0.290
C  1.428  -2.440  0.993  0.525
H  -0.988  1.139  2.903  0.606
H  -1.716  1.982  1.522  0.495
H  0.021  2.107  1.811  0.418
H  -1.532  -2.222  -1.553  0.363
H  -3.616  -3.485  -1.584  0.490
H  -5.466  -2.876  -0.067  0.440
H  -5.263  -0.919  1.429  0.462
H  -3.228  0.434  1.410  0.478
H  1.312  0.500  2.750  0.272
H  3.088  -0.588  4.012  0.586
H  3.846  -2.851  3.381  0.439
H  3.738  -4.779  1.942  0.445
H  2.728  -5.994  0.052  0.419
H  0.862  -4.962  -1.218  0.473
H  0.046  -2.742  -0.627  0.151